#P
{"formula": "C4H7AuO2", "method": "the ωB97M-V functional and the def2-TZVPD basis", "charge": 1, "spin_multiplicity": 4, "homo_ev": [-10.117, -15.446], "gap_ha": [0.2088, 0.2125], "symbols": ["O", "C", "C", "O", "C", "C", "Au", "H", "H", "H", "H", "H", "H", "H"], "positions_angstrom": [[1.748, 1.296, -0.685], [2.124, 0.208, -0.303], [1.269, -0.766, 0.457], [0.046, -0.249, 0.869], [-1.048, -0.349, -0.096], [-2.014, 0.796, -0.009], [-0.704, 2.258, 0.144], [3.148, -0.147, -0.541], [1.854, -1.081, 1.339], [1.144, -1.666, -0.175], [-1.637, -1.241, 0.160], [-0.591, -0.634, -1.058], [-2.616, 0.870, -0.931], [-2.725, 0.706, 0.827]], "mulliken_spin": [0.205, 0.048, 0.020, 0.345, 0.085, 0.388, 1.776, 0.035, 0.005, 0.002, 0.112, 0.022, -0.023, -0.019]}

***

#Q
{"formula": "C4H7AuO2", "method": "the ωB97M-V functional and the def2-TZVPD basis", "charge": 1, "spin_multiplicity": 4, "homo_ev": [-11.795, -14.791], "gap_ha": [0.3094, 0.2492], "symbols": ["H", "O", "C", "C", "C", "C", "O", "Au", "H", "H", "H", "H", "H", "H"], "positions_angstrom": [[-0.009, 1.460, 0.928], [-2.284, 0.957, 0.436], [-0.950, 0.815, 0.077], [-0.533, -0.537, -0.128], [0.615, -0.854, -1.058], [1.121, -1.100, 0.334], [1.910, -0.277, 0.954], [1.956, 1.410, 1.497], [-2.599, 1.832, 0.193], [-0.635, 1.505, -0.719], [-1.284, -1.312, 0.048], [1.062, 0.012, -1.556], [0.488, -1.757, -1.666], [1.144, -2.153, 0.659]], "mulliken_spin": [0.031, 0.095, 0.162, 0.388, 0.059, 0.146, 0.396, 1.670, -0.001, 0.011, 0.012, -0.002, 0.026, 0.008]}

***

Quick one: most stable of them? #P